{
  "formula": "C27H24BF4NO6PW",
  "method": "ωB97M-V with the def2-TZVPD basis set",
  "total_energy_ev": -64824.079,
  "total_charge": 1,
  "relative_energy_kcal_mol": 7.2,
  "homo_ev": -11.66,
  "homo_lumo_gap_ha": 0.2633,
  "multiplicity": 1,
  "lumo_ev": -4.5,
  "elements": ["W", "O", "C", "O", "C", "C", "C", "C", "C", "O", "C", "C", "O", "O", "H", "H", "H", "H", "H", "H", "H", "H", "O", "N", "C", "C", "C", "C", "C", "C", "C", "P", "C", "C", "C", "C", "C", "C", "C", "C", "C", "C", "C", "C", "H", "H", "H", "H", "H", "H", "H", "H", "H", "H", "H", "H", "H", "H", "H", "H", "F", "B", "F", "F", "F"],
  "coordinates": [[0.25712, -0.02253, -0.15352], [-0.71490, 1.12202, 1.58979], [-1.04572, 1.57164, 0.47070], [-1.58212, 0.59463, -0.35248], [-0.69918, 2.91348, -0.11138], [-0.81020, 2.72792, -1.62179], [-0.44992, 3.96597, -2.42513], [1.09052, 3.98300, -2.33338], [1.34926, 2.84264, -1.37286], [0.35047, 1.84429, -1.77166], [0.85088, 3.17951, 0.04688], [1.57216, 2.28338, 1.02679], [2.04379, 2.58856, 2.06912], [1.73292, 0.98374, 0.54641], [-1.31285, 3.70163, 0.32508], [-1.70327, 2.20514, -1.94727], [-0.91834, 4.85570, -2.00566], [-0.79166, 3.86507, -3.45302], [1.49649, 4.92024, -1.95678], [1.55043, 3.77738, -3.29773], [2.33059, 2.37973, -1.42058], [1.04294, 4.20928, 0.34006], [0.70228, -1.17219, 2.44739], [0.03857, -1.51199, 1.26050], [-0.75998, -2.51012, 1.39416], [-1.64932, -3.13638, 0.40196], [-2.41017, -4.16875, 0.95303], [-3.25595, -4.93347, 0.16246], [-3.31378, -4.68032, -1.19498], [-2.54790, -3.66461, -1.75601], [-1.72948, -2.85871, -0.97417], [-0.68378, -1.64967, -1.86118], [0.37939, -2.76676, -2.79962], [1.13765, -3.68610, -2.07820], [1.93052, -4.60532, -2.74031], [1.96816, -4.61278, -4.12746], [1.20798, -3.70684, -4.84974], [0.40805, -2.78340, -4.19110], [-1.73224, -0.71286, -2.98976], [-3.12057, -0.68686, -2.91368], [-3.84308, 0.17601, -3.72752], [-3.18536, 1.01501, -4.61338], [-1.79726, 1.00977, -4.67648], [-1.06917, 0.16109, -3.85848], [1.64389, -1.26995, 2.23076], [-0.77169, -2.94170, 2.39158], [-2.33035, -4.37955, 2.01118], [-3.84312, -5.72578, 0.60400], [-3.95099, -5.27900, -1.83228], [-2.58931, -3.50682, -2.82641], [1.12904, -3.68452, -0.99370], [2.52874, -5.30553, -2.17415], [2.59048, -5.32932, -4.64644], [1.22793, -3.71848, -5.93100], [-0.19783, -2.10286, -4.77009], [-3.64854, -1.31909, -2.21356], [-4.92270, 0.19149, -3.66343], [-3.75388, 1.67867, -5.25121], [-1.27970, 1.66907, -5.36094], [0.01262, 0.19519, -3.88320], [2.12950, -1.24396, -0.24306], [2.89594, -0.77028, -1.45412], [3.80467, 0.17737, -1.13026], [1.76170, -0.20498, -2.14804], [3.41353, -1.84826, -2.09323]],
  "forces_ev_per_a": [[-0.174, 1.409, 0.088], [0.189, -0.198, -0.004], [0.101, -0.947, -0.367], [0.071, 0.174, 0.212], [-0.098, 0.213, 0.115], [0.032, -0.194, -0.022], [0.008, 0.052, -0.015], [0.032, 0.085, -0.018], [-0.008, -0.236, 0.020], [-0.185, 0.009, -0.162], [-0.093, 0.143, -0.013], [0.169, -0.755, -0.017], [-0.008, 0.224, -0.035], [-0.043, 0.536, 0.029], [0.026, 0.007, -0.028], [0.026, 0.021, -0.004], [0.009, -0.001, 0.016], [-0.008, -0.011, 0.006], [-0.008, 0.001, -0.007], [0.006, -0.016, 0.006], [0.013, 0.040, 0.024], [-0.012, -0.013, -0.014], [-0.099, -0.451, -0.058], [-0.485, -0.399, 0.316], [-0.006, 0.225, -0.196], [0.422, 0.342, 0.444], [-0.210, -0.186, -0.175], [0.153, 0.136, 0.145], [-0.050, -0.010, -0.138], [-0.046, -0.023, 0.075], [-0.089, -0.025, -0.110], [-0.049, -0.166, 0.109], [-0.032, -0.003, -0.104], [0.049, -0.034, 0.075], [-0.026, 0.023, -0.014], [0.020, -0.022, -0.008], [-0.038, 0.025, 0.020], [0.021, -0.065, 0.029], [0.063, 0.105, -0.110], [-0.025, 0.026, -0.007], [0.008, -0.028, 0.033], [0.007, 0.027, -0.015], [-0.015, -0.040, 0.019], [-0.050, -0.032, -0.059], [0.105, 0.186, 0.008], [0.011, -0.009, -0.028], [-0.006, 0.000, 0.013], [-0.010, -0.010, 0.000], [0.005, 0.000, -0.005], [0.016, 0.014, -0.015], [-0.021, 0.040, -0.010], [-0.001, -0.010, 0.004], [0.007, 0.003, 0.001], [0.008, 0.000, -0.004], [-0.023, 0.080, -0.002], [0.000, -0.024, 0.012], [-0.004, -0.004, -0.006], [-0.001, 0.003, -0.005], [0.003, 0.001, -0.009], [0.023, -0.056, -0.005], [0.065, -0.194, 0.195], [0.434, -0.299, -0.425], [-0.194, 0.040, 0.114], [0.207, 0.147, -0.028], [-0.194, 0.122, 0.116]],
  "nbo_charge": [1.778, -0.530, 0.590, -0.654, -0.309, 0.088, -0.438, -0.419, 0.099, -0.540, -0.366, 0.811, -0.480, -0.727, 0.273, 0.252, 0.231, 0.235, 0.233, 0.235, 0.258, 0.267, -0.502, -0.221, 0.182, -0.053, -0.151, -0.185, -0.154, -0.172, -0.326, 1.053, -0.391, -0.111, -0.204, -0.167, -0.196, -0.184, -0.395, -0.124, -0.221, -0.184, -0.205, -0.197, 0.497, 0.237, 0.228, 0.241, 0.238, 0.236, 0.200, 0.229, 0.229, 0.229, 0.226, 0.217, 0.230, 0.231, 0.228, 0.245, -0.531, 1.375, -0.514, -0.531, -0.518]
}

---

{
  "formula": "C20H22Cl2IrN4",
  "method": "ωB97M-V with the def2-TZVPD basis set",
  "total_energy_ev": -54916.223,
  "total_charge": 3,
  "homo_ev": -18.78,
  "homo_lumo_gap_ha": 0.3081,
  "multiplicity": 1,
  "lumo_ev": -10.4,
  "elements": ["Ir", "C", "C", "C", "C", "C", "C", "C", "N", "N", "C", "C", "C", "C", "C", "C", "N", "C", "C", "C", "C", "C", "C", "N", "H", "H", "H", "H", "H", "H", "H", "H", "H", "H", "H", "H", "H", "H", "H", "H", "H", "H", "H", "H", "Cl", "C", "Cl", "H", "H"],
  "coordinates": [[0.89157, 0.05656, -0.02619], [-1.00909, -1.85407, 1.35477], [-1.47032, -0.84387, 2.37138], [-0.41005, 0.09479, 2.86041], [-0.37909, 0.44077, 4.20489], [0.50918, 1.39529, 4.66087], [1.34179, 2.02471, 3.74564], [1.28561, 1.62434, 2.43247], [0.44265, 0.65943, 1.98725], [-0.74632, -1.31562, -0.00709], [-1.93865, -0.65741, -0.61620], [-1.84877, 0.82698, -0.58274], [-2.95405, 1.64290, -0.73936], [-2.77446, 3.01572, -0.81488], [-1.49244, 3.54319, -0.70714], [-0.43546, 2.67749, -0.53249], [-0.62110, 1.34666, -0.48767], [-0.29267, -2.44119, -0.86532], [0.26517, -1.90916, -2.13750], [0.26319, -2.60117, -3.33148], [0.84523, -2.00918, -4.44532], [1.39834, -0.74017, -4.33317], [1.36345, -0.10673, -3.10647], [0.80824, -0.68955, -2.03180], [-1.77918, -2.62543, 1.26071], [-0.09830, -2.34477, 1.70127], [-1.85951, -1.40247, 3.22180], [-2.30974, -0.25012, 1.99530], [-1.06700, -0.04076, 4.88654], [0.54698, 1.65784, 5.71012], [2.01969, 2.81267, 4.04180], [1.92871, 2.09019, 1.70129], [-2.85313, -1.00420, -0.13310], [-2.00523, -0.96043, -1.66309], [-3.94044, 1.20403, -0.81495], [-3.62569, 3.66797, -0.96099], [-1.31104, 4.60761, -0.75561], [0.57964, 3.03900, -0.43588], [-1.11502, -3.13748, -1.04639], [0.47609, -2.99865, -0.32865], [-0.18048, -3.58654, -3.38811], [0.86029, -2.53269, -5.39250], [1.84098, -0.24293, -5.18479], [1.76717, 0.88894, -2.97951], [3.26794, 0.96620, -0.26883], [3.99798, -0.64708, -0.06752], [2.64481, -1.78138, 0.22591], [4.65079, -0.63791, 0.79955], [4.52173, -0.92235, -0.97723]],
  "forces_ev_per_a": [[-3.315, -2.438, -0.796], [-0.234, -0.337, 0.194], [0.061, 0.148, -0.062], [-0.086, 0.072, 0.028], [-0.018, 0.041, -0.073], [0.039, 0.055, 0.091], [-0.059, 0.053, -0.059], [-0.192, -0.001, 0.295], [1.613, 0.267, -0.362], [1.148, 0.903, 0.190], [-0.331, -0.155, -0.114], [-0.249, 0.127, -0.043], [0.039, 0.024, -0.034], [-0.014, 0.025, -0.001], [0.011, -0.054, -0.029], [-0.123, 0.113, -0.069], [1.153, 0.239, 0.385], [-0.090, -0.427, -0.064], [0.007, -0.062, -0.258], [-0.037, 0.046, 0.012], [0.034, -0.021, -0.036], [-0.102, -0.001, 0.033], [-0.084, 0.015, -0.188], [1.067, 0.790, 0.547], [0.047, -0.026, -0.132], [0.029, -0.002, -0.071], [-0.021, 0.016, 0.001], [-0.043, -0.042, 0.015], [-0.008, 0.000, -0.007], [-0.031, -0.002, 0.001], [0.036, -0.033, 0.006], [0.008, -0.030, 0.020], [0.054, -0.076, 0.050], [0.030, -0.063, 0.012], [-0.001, 0.004, -0.012], [-0.001, 0.008, 0.038], [-0.005, 0.002, -0.004], [0.016, -0.035, 0.016], [-0.065, 0.071, 0.047], [-0.106, -0.050, 0.088], [-0.024, 0.011, -0.016], [0.002, 0.005, -0.003], [0.020, 0.003, 0.011], [0.033, -0.024, 0.066], [-0.223, 0.444, -0.117], [0.215, -0.025, 0.067], [-0.076, 0.424, 0.345], [-0.043, 0.022, 0.030], [-0.081, -0.026, -0.037]],
  "nbo_charge": [1.020, -0.229, -0.466, 0.237, -0.208, -0.078, -0.207, 0.038, -0.496, -0.312, -0.289, 0.202, -0.206, -0.072, -0.205, 0.062, -0.409, -0.274, 0.186, -0.206, -0.076, -0.211, 0.066, -0.487, 0.248, 0.231, 0.282, 0.244, 0.261, 0.270, 0.269, 0.206, 0.265, 0.263, 0.267, 0.274, 0.277, 0.227, 0.265, 0.245, 0.267, 0.273, 0.276, 0.229, 0.139, -0.357, 0.133, 0.284, 0.280]
}

---

{
  "formula": "C3H8N2O",
  "method": "ωB97M-V with the def2-TZVPD basis set",
  "total_energy_ev": -8266.369,
  "smiles": "CNN(C)C=O",
  "relative_energy_kcal_mol": 68.2,
  "homo_ev": -9.23,
  "homo_lumo_gap_ha": 0.3698,
  "multiplicity": 1,
  "lumo_ev": 0.8,
  "elements": ["C", "N", "N", "C", "C", "O", "H", "H", "H", "H", "H", "H", "H", "H"],
  "coordinates": [[2.06105, -0.32178, 0.58661], [1.23143, -0.08092, -0.70018], [-0.13190, 0.19217, -0.37605], [-0.50521, 1.58870, 0.07800], [-0.95495, -0.81310, -0.04984], [-2.11760, -0.64244, 0.29522], [1.52910, -1.00956, 1.34910], [2.27885, 0.75584, 0.99216], [2.98150, -0.92800, 0.18982], [1.22253, -1.01422, -1.28084], [-0.51824, 2.36782, -0.74112], [-1.58055, 1.37265, 0.46904], [0.23974, 1.85738, 0.90118], [-0.51419, -1.76409, -0.39613]],
  "forces_ev_per_a": [[0.075, -0.179, -1.154], [0.145, -2.307, 0.381], [0.876, 1.954, 0.222], [-0.353, -1.192, 0.482], [-1.461, 0.268, -1.078], [0.728, -0.779, 0.270], [0.657, 1.313, -1.076], [-0.030, -2.440, -0.486], [-1.348, 1.612, 1.061], [-0.014, 2.382, 1.461], [0.190, -1.166, 0.810], [1.994, 0.936, -0.442], [-1.276, -0.025, -1.033], [-0.181, -0.378, 0.580]],
  "nbo_charge": [-0.453, -0.447, -0.291, -0.452, 0.501, -0.619, 0.191, 0.214, 0.215, 0.354, 0.217, 0.265, 0.197, 0.107]
}

---

Q: Which value of multiplicity does entry 1 give?
A: 1

---

Q: Look up the multiplicity of the second one.
A: 1